DFT (wB97M-V/def2-TZVPD) results for a 5-piece molecular cluster, C42H69F3I2N2O8PS overall.

The charge is -1. The gap between HOMO and LUMO is 6.314 eV. The calculation puts the HOMO energy at -0.1691 Ha. Its spin multiplicity is 1.

Last column: Mulliken charge in e.
CARTESIAN COORDINATES (ANGSTROEM)
C: 2.53 -4.37 -1.03  -1.36
C: 2.20 -2.89 -0.79  0.48
P: 0.66 -2.31 -1.58  -0.44
C: -0.65 -3.60 -1.31  0.99
C: -0.44 -4.72 -2.35  -1.95
N: 0.18 -0.91 -0.56  1.00
C: -0.81 -0.14 -1.24  -1.09
C: -2.18 -0.26 -0.91  -0.31
C: -2.59 -1.19 0.22  1.22
C: -1.99 -0.90 1.61  -0.45
C: -3.07 -0.39 2.59  -0.55
O: -2.86 -0.85 3.92  -0.59
C: -3.14 0.44 -1.67  1.28
C: -4.61 0.32 -1.39  -2.02
I: -5.35 2.21 -0.58  0.10
C: -5.52 -0.11 -2.55  0.04
C: -6.84 -0.70 -2.04  -1.25
I: -4.55 -1.45 -3.90  0.05
C: -2.75 1.29 -2.71  0.44
O: -3.64 2.00 -3.47  -0.66
C: -1.41 1.40 -3.01  0.89
F: -1.03 2.20 -4.02  -0.40
C: -0.46 0.70 -2.29  0.85
S: 1.23 0.89 -2.76  -0.51
C: 1.98 0.71 -1.16  1.05
C: 3.15 1.42 -0.84  0.29
C: 3.80 2.35 -1.83  -2.06
C: 4.70 1.56 -2.74  0.88
C: 6.14 1.36 -2.32  -1.54
N: 4.24 1.06 -3.81  -0.60
C: 3.71 1.23 0.41  0.99
F: 4.85 1.88 0.71  -0.49
C: 3.11 0.38 1.31  0.69
F: 3.69 0.25 2.52  -0.47
C: 1.94 -0.31 1.03  0.77
C: 1.39 -1.20 2.14  -0.16
O: 0.76 -0.56 3.00  -0.75
O: 1.65 -2.41 2.10  -0.59
C: 1.36 -0.15 -0.24  -1.84
H: 2.90 -4.51 -2.05  0.35
H: 1.69 -5.02 -0.82  0.06
H: 3.35 -4.62 -0.36  0.47
H: 2.13 -2.73 0.30  -0.16
H: 3.01 -2.27 -1.15  0.37
H: -1.59 -3.10 -1.51  -0.32
H: -0.70 -3.99 -0.30  0.48
H: -0.12 -5.63 -1.86  0.35
H: 0.37 -4.45 -3.03  0.60
H: -1.33 -4.87 -2.95  0.37
H: -2.30 -2.20 -0.09  -2.28
H: -3.66 -1.24 0.35  0.50
H: -1.19 -0.19 1.59  -0.27
H: -1.62 -1.84 2.02  0.49
H: -4.07 -0.69 2.25  0.25
H: -2.98 0.69 2.67  0.33
H: -2.87 -1.81 3.91  0.34
H: -4.80 -0.38 -0.59  0.82
H: -5.78 0.77 -3.12  0.54
H: -7.04 -0.34 -1.03  0.38
H: -6.78 -1.78 -2.02  0.25
H: -7.67 -0.42 -2.68  0.35
H: -4.03 2.71 -2.95  0.28
H: 3.06 2.89 -2.42  0.73
H: 4.42 3.07 -1.30  0.46
H: 6.20 0.40 -1.80  0.31
H: 6.49 2.15 -1.66  0.30
H: 6.77 1.28 -3.19  0.52
H: 4.97 0.54 -4.29  0.20
C: 1.64 3.31 3.04  -1.17
C: 1.78 3.97 1.68  0.46
O: 0.64 4.70 1.27  -0.37
C: 0.25 5.78 2.10  -0.41
C: 1.31 6.85 2.26  -1.07
H: 0.78 2.64 3.06  0.26
H: 2.53 2.73 3.28  0.38
H: 1.50 4.05 3.84  0.39
H: 1.92 3.19 0.93  -0.40
H: 2.67 4.61 1.65  0.23
H: -0.08 5.40 3.08  0.31
H: -0.63 6.21 1.62  0.35
H: 2.21 6.46 2.75  0.37
H: 0.93 7.67 2.88  0.39
H: 1.61 7.25 1.29  0.22
C: 2.45 -8.63 2.45  -1.09
C: 3.28 -7.69 1.59  -0.38
O: 3.01 -6.32 1.81  -0.25
C: 3.25 -5.83 3.12  -0.18
C: 4.69 -5.98 3.59  -1.15
H: 1.38 -8.45 2.29  0.27
H: 2.67 -9.66 2.19  0.40
H: 2.66 -8.50 3.51  0.26
H: 3.04 -7.86 0.54  0.32
H: 4.35 -7.90 1.71  0.33
H: 2.56 -6.30 3.83  0.27
H: 2.99 -4.77 3.08  0.20
H: 5.00 -7.02 3.65  0.29
H: 4.81 -5.54 4.58  0.40
H: 5.36 -5.47 2.90  0.30
C: 1.51 11.60 -1.12  -0.98
C: 0.05 11.84 -0.75  -0.32
O: -0.87 11.04 -1.48  -0.42
C: -0.72 9.63 -1.32  -0.51
C: -0.88 9.15 0.11  -0.69
H: 1.66 11.76 -2.18  0.29
H: 2.15 12.27 -0.56  0.38
H: 1.82 10.58 -0.89  0.22
H: -0.22 12.87 -0.99  0.34
H: -0.10 11.72 0.33  0.30
H: 0.23 9.30 -1.74  0.31
H: -1.50 9.19 -1.94  0.35
H: -0.11 9.56 0.76  0.24
H: -0.80 8.06 0.14  0.18
H: -1.85 9.44 0.51  0.31
C: -2.47 -6.87 -0.52  -1.03
C: -2.76 -5.73 0.45  -0.61
O: -3.15 -4.53 -0.19  -0.01
C: -4.33 -4.58 -0.98  0.31
C: -5.58 -4.96 -0.21  -1.43
H: -1.69 -6.57 -1.22  0.13
H: -2.13 -7.74 0.04  0.42
H: -3.35 -7.16 -1.09  0.30
H: -1.85 -5.48 1.00  0.38
H: -3.51 -6.03 1.19  0.51
H: -4.18 -5.24 -1.84  0.36
H: -4.44 -3.57 -1.38  -0.33
H: -5.51 -5.97 0.21  0.38
H: -6.45 -4.93 -0.86  0.43
H: -5.74 -4.27 0.62  0.28

DFT (wB97M-V/def2-TZVPD) results for a 8-piece molecular cluster, C5H27N2O8 overall.

The charge is +2. The expectation value of S² is 0.7604. For the energy above the lowest of the compared OMol25 structures with the same formula, charge and spin, the calculation gives 48.55 kcal per mole. The gap between HOMO and LUMO (spin up / spin down) is 9.367 / 4.955 eV. The calculation puts the HOMO energy (spin up / spin down) at -0.5965 / -0.5954 Ha. Its spin multiplicity is 2.

Last column: natural (NBO) charge in e.
CARTESIAN COORDINATES (ANGSTROEM)
N: 0.61 -0.18 2.22  -0.68
C: 1.66 -0.08 1.20  -0.40
C: 1.10 0.61 0.01  0.65
N: 1.82 0.55 -1.20  -0.03
C: 3.02 -0.26 -1.37  -0.28
C: 2.65 -1.76 -1.38  -0.64
C: 1.61 1.63 -2.11  -0.50
O: 0.07 1.20 0.07  -0.44
H: 0.15 -1.08 2.16  0.47
H: -0.09 0.54 2.05  0.48
H: 0.87 -0.07 3.21  0.48
H: 2.61 0.22 1.65  0.30
H: 2.05 -1.08 0.99  0.31
H: 3.41 -0.03 -2.35  0.26
H: 3.82 -0.03 -0.65  0.27
H: 3.28 -2.31 -2.09  0.28
H: 2.85 -2.28 -0.46  0.24
H: 1.65 -1.92 -1.78  0.24
H: 0.61 2.06 -1.97  0.32
H: 1.63 1.36 -3.17  0.30
H: 2.43 2.35 -1.98  0.30
H: -3.27 3.23 -0.29  0.49
H: -1.86 3.36 -0.78  0.47
O: -2.69 2.89 -0.95  -0.96
H: -1.78 2.08 -2.73  0.49
H: -1.43 0.58 -2.64  0.46
O: -1.05 1.45 -2.82  -1.02
H: -2.00 0.64 0.06  0.50
H: -3.39 0.20 0.45  0.51
O: -2.46 0.18 0.72  -0.97
H: 0.24 -2.74 2.24  0.47
H: 1.29 -3.77 2.62  0.51
O: 1.20 -2.88 2.25  -0.98
H: -1.62 -1.11 -1.37  0.51
H: -2.03 -0.96 -2.97  0.53
O: -1.83 -0.57 -2.12  -0.95
H: -1.69 -3.12 1.19  0.53
H: -1.79 -1.43 0.90  0.52
O: -1.30 -2.25 1.08  -1.06
H: -2.55 0.29 4.20  0.51
H: -1.89 -0.69 3.29  0.46
O: -1.70 0.09 3.80  -0.96

DFT (wB97M-V/def2-TZVPD) results for C30H30N5NaO8 as an isolated structure.

The charge is -2. For the energy above the lowest of the compared OMol25 structures with the same formula, charge and spin, the calculation gives 0.00 kcal per mole. The gap between HOMO and LUMO is 6.793 eV. The calculation puts the HOMO energy at -0.1067 Ha. Its spin multiplicity is 1.

Last column: natural (NBO) charge in e.
CARTESIAN COORDINATES (ANGSTROEM)
Na: 1.29 0.20 -0.78  0.89
O: 6.99 2.52 1.18  -0.69
C: 5.73 2.01 0.95  0.31
C: 4.78 1.94 1.95  -0.34
C: 3.53 1.42 1.66  0.13
N: 3.21 0.97 0.44  -0.48
C: 4.14 1.04 -0.52  0.14
C: 5.41 1.57 -0.32  -0.31
C: 3.77 0.49 -1.91  0.72
O: 4.16 1.15 -2.88  -0.75
O: 3.11 -0.58 -1.90  -0.78
C: 2.48 1.37 2.79  0.75
O: 2.86 1.81 3.89  -0.75
O: 1.35 0.94 2.48  -0.79
H: 7.03 2.77 2.11  0.47
H: 4.97 2.27 2.97  0.23
H: 6.10 1.65 -1.15  0.23
O: -0.47 -0.18 0.86  -0.79
C: -1.70 -0.36 1.55  0.08
C: -2.88 -0.57 0.50  0.77
O: -3.92 -1.09 0.96  -0.78
O: -2.66 -0.13 -0.64  -0.75
C: -2.12 0.89 2.30  -0.01
C: -1.52 2.12 2.06  -0.13
C: -1.96 3.26 2.72  -0.24
C: -3.01 3.19 3.63  -0.24
C: -3.62 1.96 3.87  -0.23
C: -3.18 0.83 3.21  -0.19
C: -1.51 -1.54 2.52  -0.02
C: -2.01 -2.81 2.28  -0.14
C: -1.72 -3.86 3.14  -0.25
C: -0.93 -3.65 4.26  -0.24
C: -0.43 -2.38 4.51  -0.23
C: -0.72 -1.34 3.65  -0.20
H: 0.21 0.16 1.50  0.53
H: -0.69 2.17 1.37  0.22
H: -1.47 4.21 2.55  0.19
H: -3.34 4.08 4.15  0.19
H: -4.44 1.89 4.57  0.19
H: -3.66 -0.13 3.37  0.23
H: -2.66 -2.97 1.42  0.23
H: -2.12 -4.85 2.93  0.19
H: -0.71 -4.47 4.93  0.19
H: 0.21 -2.20 5.37  0.20
H: -0.29 -0.36 3.83  0.25
C: -0.27 4.82 -0.41  -0.72
C: 0.38 3.58 -0.80  0.32
N: 0.91 2.60 -1.08  -0.33
H: 0.02 5.62 -1.08  0.24
H: 0.04 5.08 0.61  0.25
H: -1.35 4.69 -0.43  0.26
C: -2.02 -3.84 -3.06  -0.41
C: -2.10 -2.93 -1.85  -0.22
N: -0.90 -2.11 -1.78  -0.63
C: -0.46 -1.45 -2.91  0.61
N: 0.17 -0.35 -2.76  -0.58
C: 0.76 0.32 -3.91  -0.23
C: 0.98 -0.61 -5.09  -0.42
C: -0.30 -1.38 -5.33  -0.19
N: -0.65 -2.12 -4.13  -0.46
C: -1.82 -2.97 -4.29  -0.19
H: -2.93 -4.43 -3.17  0.20
H: -1.17 -4.52 -2.96  0.20
H: -2.15 -3.52 -0.93  0.20
H: -3.00 -2.31 -1.89  0.21
H: -0.96 -1.44 -1.02  0.44
H: 1.72 0.75 -3.60  0.24
H: 0.12 1.16 -4.20  0.16
H: 1.79 -1.30 -4.84  0.22
H: 1.27 -0.05 -5.98  0.19
H: -0.18 -2.11 -6.14  0.18
H: -1.10 -0.69 -5.62  0.16
H: -1.66 -3.57 -5.18  0.18
H: -2.73 -2.36 -4.46  0.16

DFT (wB97M-V/def2-TZVPD) results for H26O13 as an isolated structure.

For the energy above the lowest of the compared OMol25 structures with the same formula, charge and spin, the calculation gives 149.86 kcal per mole. The gap between HOMO and LUMO is 9.302 eV. The calculation puts the HOMO energy at -0.3665 Ha. Its spin multiplicity is 1.

Last column: natural (NBO) charge in e.
CARTESIAN COORDINATES (ANGSTROEM)
O: 0.51 -2.35 1.25  -0.98
H: 1.24 -2.86 1.12  0.48
H: -0.08 -2.69 0.51  0.49
O: -1.87 1.94 -0.76  -0.94
H: -2.09 1.84 0.18  0.51
H: -2.52 1.37 -1.18  0.49
O: -0.30 -0.61 3.47  -0.94
H: 0.18 -1.31 3.77  0.46
H: 0.06 -0.70 2.64  0.48
O: 0.31 2.87 1.37  -0.97
H: 0.21 2.03 0.80  0.49
H: 0.22 2.64 2.27  0.47
O: -0.48 -3.85 -1.03  -1.03
H: -1.12 -3.34 -0.38  0.44
H: -0.80 -3.96 -1.82  0.46
O: -0.22 -0.91 -2.57  -0.98
H: 0.10 -0.48 -1.92  0.47
H: -0.11 -0.85 -3.48  0.50
O: 3.61 0.40 1.26  -0.96
H: 2.90 0.02 0.65  0.48
H: 3.27 1.42 1.15  0.46
O: -2.11 1.96 2.26  -0.92
H: -1.93 1.08 2.48  0.48
H: -2.98 2.01 2.41  0.46
O: -1.89 -2.78 0.39  -0.92
H: -1.79 -2.11 1.05  0.53
H: -2.60 -3.49 0.54  0.54
O: 3.02 -0.70 -1.18  -0.96
H: 2.47 -1.50 -1.14  0.47
H: 2.49 0.06 -1.42  0.49
O: 0.02 0.25 0.30  -1.00
H: 0.20 -0.70 0.09  0.50
H: -0.93 0.48 0.01  0.48
O: 1.90 1.72 -2.09  -0.93
H: 1.99 1.77 -2.98  0.46
H: 0.95 1.69 -2.14  0.48
O: -0.65 3.15 -2.32  -1.00
H: -1.18 2.71 -1.70  0.47
H: -0.01 3.81 -1.88  0.48

DFT (wB97M-V/def2-TZVPD) results for a 4-piece molecular cluster, C12H24O4 overall.

For the energy above the lowest of the compared OMol25 structures with the same formula, charge and spin, the calculation gives 44.35 kcal per mole. The gap between HOMO and LUMO is 10.106 eV. The calculation puts the HOMO energy at -0.3541 Ha. Its spin multiplicity is 1.

Last column: natural (NBO) charge in e.
CARTESIAN COORDINATES (ANGSTROEM)
C: -0.08 -2.62 1.63  -0.73
C: -0.04 -2.52 0.13  0.58
C: -1.34 -2.46 -0.64  -0.72
O: 1.07 -2.41 -0.45  -0.55
H: 0.87 -2.98 2.04  0.24
H: -0.89 -3.24 1.99  0.22
H: -0.21 -1.64 2.10  0.25
H: -1.92 -3.38 -0.63  0.24
H: -1.36 -1.85 -1.54  0.24
H: -1.92 -1.88 0.07  0.23
C: 4.59 0.56 4.09  -0.74
C: 3.33 1.36 3.69  0.61
C: 3.50 2.33 2.54  -0.75
O: 2.34 1.28 4.27  -0.53
H: 5.02 1.05 4.96  0.24
H: 5.25 0.51 3.23  0.22
H: 4.28 -0.34 4.61  0.24
H: 3.71 3.39 2.71  0.25
H: 2.47 2.49 2.21  0.24
H: 4.18 1.99 1.77  0.22
C: -4.53 2.98 1.11  -0.73
C: -3.99 2.34 2.39  0.59
C: -3.13 3.27 3.14  -0.73
O: -4.18 1.14 2.68  -0.55
H: -4.93 2.32 0.34  0.24
H: -3.96 3.78 0.64  0.23
H: -5.38 3.55 1.48  0.24
H: -3.77 3.71 3.91  0.25
H: -2.59 3.93 2.46  0.23
H: -2.35 2.80 3.72  0.25
C: 0.55 -0.66 -6.24  -0.73
C: 1.06 -2.09 -6.47  0.61
C: 0.34 -3.14 -5.66  -0.74
O: 2.09 -2.31 -7.07  -0.53
H: -0.42 -0.54 -6.73  0.23
H: 1.29 -0.08 -6.78  0.23
H: 0.58 -0.28 -5.22  0.24
H: 1.12 -3.86 -5.40  0.24
H: -0.43 -3.59 -6.28  0.24
H: -0.24 -2.92 -4.76  0.23

Number 1: DFT total energy -108511.3242 eV, maximum force 1.38 eV Å⁻¹. Number 2: DFT total energy -24965.1278 eV, maximum force 2.83 eV Å⁻¹. Number 3: DFT total energy -59849.7550 eV, maximum force 0.46 eV Å⁻¹. Number 4: DFT total energy -27035.4485 eV, maximum force 9.16 eV Å⁻¹. Number 5: DFT total energy -21021.0514 eV, maximum force 5.79 eV Å⁻¹.